No. 1
Formula: C4H6O2
Source: the OMol25 dataset
Level of theory: the ωB97M-V functional and the def2-TZVPD basis

The frontier orbital gap (spin up / spin down) comes out at 7.271 / 7.270 eV. Its highest occupied orbital energy (spin up / spin down) is -0.2912 / -0.2911 hartree.

Last column: natural (NBO) charge in e.
Geometry (Å):
O  -2.15032  0.27624  -0.77020  -0.632
C  -1.04790  -0.24884  -0.42311  0.327
C  -0.62910  -1.39364  0.19034  -0.670
C  1.35863  0.36623  0.91610  0.288
O  1.43090  0.59305  -0.29633  -0.457
C  -0.22779  0.88613  -0.88948  -0.062
H  0.40136  -1.72382  0.10964  0.201
H  -1.35706  -2.11732  0.54686  0.223
H  0.52929  0.74605  1.51652  0.173
H  2.17339  -0.16935  1.41866  0.175
H  -0.05004  0.96500  -1.94985  0.224
H  -0.43135  1.82025  -0.36916  0.210

No. 2
Formula: F2PRb
Source: the OMol25 dataset
Level of theory: the ωB97M-V functional and the def2-TZVPD basis

The frontier orbital gap comes out at 4.814 eV. Its highest occupied orbital energy is -0.2134 hartree.

Last column: natural (NBO) charge in e.
Geometry (Å):
F  1.75379  -0.93672  -0.29398  -0.622
P  1.01669  0.50528  -0.69912  0.449
F  -0.96397  -0.23983  -0.75054  -0.768
Rb  -1.80652  0.67126  1.74364  0.941

No. 3
Formula: C5H12O2
Source: the OMol25 dataset
Level of theory: the ωB97M-V functional and the def2-TZVPD basis

As for the structure (SMILES): CC[C@@H](O)CCO. The frontier orbital gap comes out at 10.774 eV. Its highest occupied orbital energy is -0.3654 hartree.

Last column: natural (NBO) charge in e.
Geometry (Å):
C  -1.77728  -1.70478  -0.43350  -0.607
C  -0.69128  -0.65873  -0.63561  -0.399
C  -0.54759  0.32951  0.51769  0.100
O  -0.15294  -0.43060  1.65540  -0.732
C  0.44666  1.46567  0.24419  -0.444
C  1.88738  1.02915  -0.01523  -0.071
O  2.06455  0.30293  -1.21872  -0.718
H  -1.78225  -2.39882  -1.28085  0.209
H  -1.57852  -2.27557  0.47788  0.218
H  -2.77328  -1.25623  -0.35463  0.200
H  -0.84906  -0.09279  -1.56152  0.212
H  0.25185  -1.20106  -0.74595  0.177
H  -1.53748  0.78478  0.69973  0.158
H  -0.16728  0.15437  2.42333  0.468
H  0.45866  2.13339  1.12088  0.200
H  0.08864  2.06962  -0.59915  0.214
H  2.25214  0.45457  0.84699  0.170
H  2.51659  1.91913  -0.11555  0.179
H  1.89051  -0.62454  -1.02538  0.465